1.
C5H14N2 | ωB97M-V/def2-TZVPD

```
21
Properties=species:S:1:pos:R:3:lowdin_charge:R:1
N 2.12 1.16 1.12 0.021
C 2.14 0.08 0.14 -0.415
C 2.39 0.67 -1.28 -0.057
C 0.75 -0.63 0.07 -0.230
N -0.33 0.07 -0.05 0.082
C -3.37 0.08 -0.09 -0.197
C -3.10 -1.41 0.02 -0.184
H 2.59 1.07 1.99 0.070
H 1.29 1.72 1.09 0.066
H 2.93 -0.64 0.36 0.124
H 2.67 -0.15 -1.94 0.073
H 1.43 1.12 -1.54 0.064
H 3.14 1.44 -1.21 0.069
H 0.10 0.20 0.97 0.119
H 0.88 -1.73 0.05 0.115
H -2.62 0.65 -0.62 0.025
H -3.47 0.54 0.89 0.059
H -4.34 0.25 -0.58 0.057
H -2.96 -1.95 -0.92 0.060
H -3.88 -1.88 0.62 0.058
H -2.11 -1.49 0.46 0.021
```

Calculated values
- Highest occupied orbital energy: -8.459 eV
- Max |F|: 0.0454 hartree/bohr
- Energy relative to the best compared isomer or geometry (same formula, charge and spin): 398.17 kJ/mol
- Spin multiplicity: 1
- Molar mass: 102.18 g/mol
- E_LUMO: 0.025 hartree

2.
C5H14N2 | ωB97M-V/def2-TZVPD

```
21
Properties=species:S:1:pos:R:3:lowdin_charge:R:1
C 1.87 -1.41 -0.78 -0.065
C 0.88 -0.63 0.10 -0.470
C 0.52 0.78 -0.41 -0.178
C -0.92 0.68 -1.04 -0.208
C -2.01 0.20 0.00 -0.390
N -1.59 0.47 1.38 0.026
N 1.40 -0.64 1.50 0.015
H 2.17 -2.38 -0.39 0.069
H 2.79 -0.83 -0.77 0.065
H 1.55 -1.44 -1.82 0.073
H -0.06 -1.17 0.25 0.104
H 1.31 1.27 -0.97 0.107
H 0.31 1.27 0.54 0.047
H -1.22 1.65 -1.46 0.088
H -0.93 0.00 -1.92 0.111
H -2.27 -0.85 -0.17 0.100
H -2.90 0.75 -0.32 0.087
H -1.42 2.00 0.77 0.282
H -2.37 0.42 2.03 0.038
H 0.69 -0.11 1.99 0.037
H 2.20 0.00 1.51 0.063
```

Calculated values
- Highest occupied orbital energy: -9.110 eV
- Max |F|: 0.1009 hartree/bohr
- Energy relative to the best compared isomer or geometry (same formula, charge and spin): 410.52 kJ/mol
- Spin multiplicity: 1
- Molar mass: 102.18 g/mol
- E_LUMO: -0.008 hartree

3.
C5H14N2 | ωB97M-V/def2-TZVPD

```
21
Properties=species:S:1:pos:R:3:lowdin_charge:R:1
C -3.20 0.21 -0.38 -0.101
C 2.04 -1.24 -0.45 -0.149
C 2.44 1.24 0.42 -0.163
C -1.66 0.33 -0.55 -0.308
C 1.84 0.26 -0.51 -0.211
N -0.89 -0.67 1.27 -0.035
N -1.11 0.56 0.78 -0.070
H -3.55 -0.84 0.09 0.109
H -3.70 1.04 0.12 0.063
H -3.75 0.30 -1.28 0.031
H 1.32 -1.87 0.12 0.042
H 1.79 -1.73 -1.37 0.035
H 3.14 -1.64 -0.13 0.124
H 1.95 2.26 0.43 0.083
H 3.51 1.60 0.15 0.098
H 2.40 0.87 1.40 0.037
H -1.11 -0.52 -0.89 0.075
H -1.24 1.22 -1.03 0.101
H 1.96 0.73 -1.46 0.069
H -1.25 -1.56 0.99 0.081
H -0.91 -0.58 2.27 0.087
```

Calculated values
- Highest occupied orbital energy (spin up / spin down): -7.316 / -7.635 eV
- Max |F|: 0.0699 hartree/bohr
- Energy relative to the best compared isomer or geometry (same formula, charge and spin): 560.86 kJ/mol
- Spin multiplicity: 1
- Molar mass: 102.18 g/mol
- E_LUMO (spin up / spin down): 0.026 / 0.037 hartree

4.
C5H14N2 | ωB97M-V/def2-TZVPD

```
21
Properties=species:S:1:pos:R:3:mulliken_spin:R:1
C 0.61 0.64 -1.48 0.009
C -0.28 1.31 -0.42 0.037
C -1.01 0.25 0.41 -0.021
C -0.16 -0.66 1.25 0.526
C 0.37 -1.87 0.74 0.339
N 1.40 -2.55 1.49 0.033
N -1.34 2.27 -1.03 0.003
H 0.71 1.30 -2.34 -0.002
H 0.10 -0.25 -1.82 -0.006
H 1.58 0.50 -1.02 0.005
H 0.37 1.98 0.14 -0.004
H -1.75 0.65 1.11 0.018
H -1.44 -0.39 -0.37 0.006
H 0.39 -0.13 2.02 0.007
H 0.17 -2.10 -0.29 -0.008
H 1.56 -3.44 1.02 0.002
H 2.29 -2.05 1.56 0.033
H 1.16 -2.88 2.43 0.021
H -1.25 2.19 -2.04 -0.001
H -2.26 2.01 -0.66 0.002
H -1.22 3.23 -0.71 -0.001
```

Calculated values
- Highest occupied orbital energy (spin up / spin down): -7.600 / -11.266 eV
- Max |F|: 0.0355 hartree/bohr
- Energy relative to the best compared isomer or geometry (same formula, charge and spin): 229.59 kJ/mol
- Spin multiplicity: 2
- Molar mass: 102.18 g/mol
- E_LUMO (spin up / spin down): -0.112 / -0.112 hartree
- Charge: +1

5.
C5H14N2 | ωB97M-V/def2-TZVPD

```
21
Properties=species:S:1:pos:R:3:mulliken_spin:R:1
C 0.00 -0.38 1.95 -0.016
C -0.84 0.41 1.00 0.024
C -0.04 0.93 -0.22 -0.025
C 0.06 -0.15 -1.20 0.395
C 1.26 -0.66 -1.63 0.443
N 1.24 -1.84 -2.64 0.000
N -1.38 1.65 1.77 0.011
H -0.61 -0.90 2.73 -0.003
H 0.79 0.22 2.41 0.002
H 0.42 -1.22 1.38 0.023
H -1.78 -0.07 0.75 -0.015
H -0.58 1.89 -0.52 0.057
H 0.90 1.41 0.07 0.007
H -0.90 -0.39 -1.64 0.071
H 2.29 -0.35 -1.51 0.012
H 1.53 -1.53 -3.56 0.008
H 1.96 -2.45 -2.25 0.003
H 0.37 -2.37 -2.72 0.002
H -1.26 2.51 1.22 0.001
H -2.38 1.49 1.87 0.000
H -1.06 1.81 2.73 0.000
```

Calculated values
- Highest occupied orbital energy (spin up / spin down): -7.282 / -11.582 eV
- Max |F|: 0.0437 hartree/bohr
- Energy relative to the best compared isomer or geometry (same formula, charge and spin): 224.27 kJ/mol
- Spin multiplicity: 2
- Molar mass: 102.18 g/mol
- E_LUMO (spin up / spin down): -0.107 / -0.108 hartree
- Charge: +1

6.
C5H14N2O | ωB97M-V/def2-TZVPD

```
22
Properties=species:S:1:pos:R:3:mulliken_spin:R:1
C -0.83 1.20 -0.54 1.182
C 0.18 1.10 0.59 -0.316
C 0.95 -0.23 0.61 0.792
C 1.31 -0.80 -0.75 -0.583
C 0.56 -1.67 -1.41 0.846
N 2.38 -0.15 -1.35 0.336
N -0.38 1.23 1.96 0.330
H -0.36 1.87 -1.27 -0.077
H -1.22 0.32 -1.04 -0.045
H -1.69 1.80 -0.21 -0.182
H 0.95 1.86 0.53 -0.261
H 1.90 -0.26 1.15 0.118
H 0.40 -1.01 1.14 -0.127
H 0.81 -1.96 -2.44 -0.205
H -0.31 -2.22 -1.10 -0.353
H 2.63 -0.47 -2.27 -0.022
H 2.92 0.56 -0.90 -0.123
H -0.75 0.32 2.23 -0.155
H -1.14 1.88 1.96 -0.124
H -3.42 -1.49 0.87 -0.364
H -2.17 -0.76 0.78 0.186
O -2.74 -1.14 1.46 0.147
```

Calculated values
- Highest occupied orbital energy (spin up / spin down): 1.097 / -4.993 eV
- Max |F|: 0.0348 hartree/bohr
- Energy relative to the best compared isomer or geometry (same formula, charge and spin): 58.68 kJ/mol
- Spin multiplicity: 2
- Molar mass: 118.18 g/mol
- E_LUMO (spin up / spin down): 0.136 / 0.129 hartree
- Charge: -1

7.
C5H14N2O | ωB97M-V/def2-TZVPD

```
22
Properties=species:S:1:pos:R:3:mulliken_spin:R:1
N 0.17 2.37 0.67 0.005
C -0.97 1.64 0.13 -0.062
C -1.67 0.95 1.23 0.128
O -2.30 1.96 2.12 -0.019
C -0.43 0.60 -0.89 0.337
N 0.43 -1.01 0.03 0.578
C 1.18 -1.59 -1.04 0.036
C 1.87 -2.86 -0.50 0.100
H 0.53 3.03 -0.01 0.000
H 0.96 1.64 0.90 0.001
H -1.68 2.28 -0.42 -0.010
H -0.99 0.32 1.84 0.004
H -2.54 0.42 0.83 0.014
H -2.46 1.46 2.93 -0.002
H -0.87 0.61 -1.90 0.061
H -0.64 -0.53 -0.27 -0.096
H 0.59 0.91 -1.17 -0.030
H 2.00 -0.85 -1.35 0.018
H 0.62 -1.88 -2.00 0.019
H 1.16 -3.71 -0.43 -0.027
H 2.31 -2.70 0.52 -0.031
H 2.74 -3.07 -1.21 -0.024
```

Calculated values
- Highest occupied orbital energy (spin up / spin down): -0.434 / -2.178 eV
- Max |F|: 0.0625 hartree/bohr
- Energy relative to the best compared isomer or geometry (same formula, charge and spin): 377.12 kJ/mol
- Spin multiplicity: 2
- Molar mass: 118.18 g/mol
- E_LUMO (spin up / spin down): 0.139 / 0.138 hartree
- Charge: -1

8.
C5H14N2O | ωB97M-V/def2-TZVPD

```
22
Properties=species:S:1:pos:R:3:lowdin_charge:R:1
C 2.53 2.36 -0.49 -0.127
N 1.41 1.54 -0.93 -0.114
C 0.83 0.65 0.00 -0.156
C 0.34 -0.49 -0.49 -0.117
C -0.57 -1.44 0.27 -0.227
C -1.45 -2.37 -0.59 -0.301
N -2.50 -1.64 -1.29 -0.017
H 3.04 2.79 -1.35 0.074
H 2.15 3.19 0.13 0.075
H 3.23 1.79 0.13 0.074
H 1.47 1.23 -1.87 0.096
H 1.00 0.98 1.01 0.093
H 0.54 -0.85 -1.50 0.100
H -1.27 -0.94 0.94 0.095
H 0.14 -2.09 0.80 0.106
H -0.89 -2.90 -1.36 0.106
H -1.90 -3.03 0.15 0.095
H -2.60 -1.60 -2.29 0.054
H -2.84 -0.82 -0.82 0.063
O -0.47 1.08 2.80 -0.049
H -0.98 1.52 3.46 0.026
H 0.08 0.46 3.30 0.053
```

Calculated values
- Highest occupied orbital energy: -7.303 eV
- Max |F|: 0.0556 hartree/bohr
- Energy relative to the best compared isomer or geometry (same formula, charge and spin): 273.74 kJ/mol
- Spin multiplicity: 1
- Molar mass: 118.18 g/mol
- E_LUMO: 0.025 hartree

- What is the max |F| in the fifth record?
  0.0437 hartree/bohr